Molecular formula: CH4CsN2O5S
Method: DFT, ωB97M-V with the def2-TZVPD basis set

Structure (XYZ):
```
14
Properties=species:S:1:pos:R:3:forces:R:3:mulliken_charge:R:1
Cs -2.1149 2.0462 -0.3937 1.4 0.4 0.8 0.966
S 1.2487 2.4678 0.9190 0.7 -0.2 2.1 1.062
O 0.3751 3.6090 1.2826 -1.8 0.5 -1.3 -0.804
O 2.3968 2.8598 0.1800 2.4 2.0 -2.3 -0.723
O 1.6474 1.8422 2.1381 0.9 -1.2 3.4 -0.741
O 0.6086 1.3882 0.1643 -3.5 -1.3 -2.6 -0.729
C -0.7300 -1.7135 0.0066 0.0 0.4 3.2 0.785
O -1.0722 -1.6363 1.1914 -0.9 0.2 -1.6 -0.678
N -1.1801 -1.0981 -1.0806 -2.4 1.9 -1.9 -0.321
N 0.2730 -2.4661 -0.3679 2.6 -2.5 -0.4 -0.440
H -0.6630 -1.2147 -1.9404 -0.5 0.4 0.2 0.101
H -2.0641 -0.6101 -1.1038 0.5 -0.4 0.1 0.191
H 0.6822 -3.0726 0.3284 0.3 0.4 -0.4 0.203
H 0.5923 -2.4017 -1.3240 0.4 -0.5 0.7 0.129
```
Positions in Å, forces in eV/Å.

Values from the calculation:
* energy relative to the best compared isomer or geometry (same formula, charge and spin): 55.4 kcal per mole
* gap between HOMO and LUMO: 3.822 eV
* net charge: -1
* highest occupied orbital energy: -2.53 eV
* E_LUMO: 1.29 eV
* E: -25703.8112 eV
* largest force on an atom: 4.6 eV/Å

***

Molecular formula: CH4F2
Method: DFT, ωB97M-V with the def2-TZVPD basis set

Structure (XYZ):
```
7
Properties=species:S:1:pos:R:3:forces:R:3:nbo_charge:R:1
C -0.6427 0.3449 0.6808 -0.7 0.2 0.2 -0.129
F 0.6794 0.0608 0.4129 0.2 0.0 -0.1 -0.371
H -1.2253 -0.5820 0.6720 0.2 0.1 0.0 0.167
H -0.7235 0.8159 1.6665 0.1 -0.1 -0.2 0.172
H -1.0323 1.0263 -0.0831 0.1 -0.1 0.1 0.163
F 1.8846 -1.0321 -1.7556 -0.2 0.0 -0.2 -0.562
H 1.0597 -0.6338 -1.5934 0.4 -0.1 0.2 0.560
```
Positions in Å, forces in eV/Å.

Values from the calculation:
* energy relative to the best compared isomer or geometry (same formula, charge and spin): 0.0 kcal per mole
* gap between HOMO and LUMO: 13.655 eV
* highest occupied orbital energy: -12.81 eV
* E_LUMO: 0.84 eV
* E: -6536.4939 eV
* largest force on an atom: 0.8 eV/Å

***

Molecular formula: CH4F2FeO5
Method: DFT, ωB97M-V with the def2-TZVPD basis set

Structure (XYZ):
```
13
Properties=species:S:1:pos:R:3:forces:R:3:mulliken_spin:R:1
Fe 15.4844 -32.1362 -0.1536 1.7 0.8 -1.6 3.810
F 16.3228 -33.8929 0.2057 -0.5 0.2 0.3 0.055
F 15.7334 -32.2864 -2.2311 -0.5 -0.4 0.5 0.037
C 16.1839 -29.6765 -0.5687 0.8 -2.7 -3.9 -0.008
O 14.9097 -29.9806 -0.4521 -0.7 0.4 1.2 0.046
O 16.9997 -30.5323 0.0039 -0.1 0.3 1.6 0.040
O 16.6162 -29.0017 -1.5601 -0.5 1.4 1.7 0.001
O 15.2052 -31.8731 2.0751 -0.1 -0.3 0.7 0.008
H 15.9208 -31.4063 2.5190 0.2 0.2 -0.5 -0.001
H 14.4426 -31.8197 2.6558 -0.1 0.1 -0.1 0.002
O 13.2834 -32.4616 -0.2683 -0.8 -0.3 0.5 0.004
H 12.6950 -31.7070 -0.3672 0.4 0.3 -0.2 0.003
H 12.8549 -33.2058 -0.6995 0.2 0.0 -0.2 0.001
```
Positions in Å, forces in eV/Å.

Values from the calculation:
* gap between HOMO and LUMO (spin up / spin down): 4.522 / 4.358 eV
* net charge: -2
* highest occupied orbital energy (spin up / spin down): 0.98 / 1.11 eV
* E_LUMO (spin up / spin down): 5.50 / 5.47 eV
* E: -51162.2063 eV
* ⟨S²⟩: 6.010
* largest force on an atom: 4.8 eV/Å
* 2S+1: 5

***

Molecular formula: CH4F2N2
Method: DFT, ωB97M-V with the def2-TZVPD basis set

Structure (XYZ):
```
9
Properties=species:S:1:pos:R:3:forces:R:3:nbo_charge:R:1
H -0.5581 -0.5010 -1.4591 1.2 1.1 1.2 0.382
N -0.0108 0.2543 -0.9447 0.1 -2.2 0.1 -0.789
C 0.4151 -0.0372 0.2234 -0.4 -0.2 -1.4 0.802
N 0.5014 -1.2145 0.9415 -1.0 5.1 -1.4 -0.821
F 0.8844 1.0084 0.9182 0.0 -0.5 0.3 -0.315
H 0.5655 -2.0401 0.5129 0.2 -3.6 -1.8 0.398
H 0.6804 -1.0626 1.8646 0.7 -0.2 2.8 0.401
F -1.6849 1.9362 -0.8876 0.3 0.7 -0.5 -0.619
H -0.7931 1.6567 -1.1693 -1.1 -0.1 0.7 0.562
```
Positions in Å, forces in eV/Å.

Values from the calculation:
* energy relative to the best compared isomer or geometry (same formula, charge and spin): 17.1 kcal per mole
* gap between HOMO and LUMO: 11.057 eV
* highest occupied orbital energy: -10.46 eV
* E_LUMO: 0.59 eV
* E: -9516.9236 eV
* largest force on an atom: 5.4 eV/Å

***

> Among the records above, which one has the lowest E?

CH4F2FeO5

***

> What is the formula in the fourth record?

CH4F2N2